# 1
{
  "formula": "C4H8N2S",
  "method": "the ωB97M-V functional and the def2-TZVPD basis",
  "species": ["H", "N", "C", "N", "C", "C", "S", "C", "H", "H", "H", "H", "H", "H", "H"],
  "positions_angstrom": [[2.74626, -1.14958, 0.67129], [1.71149, -1.25961, 0.26871], [1.18426, -0.13812, -0.19583], [1.33554, 1.26935, -0.08283], [-0.14856, -0.60018, -0.84502], [-0.26564, -1.65501, -1.49564], [-1.54945, 0.57724, -0.44018], [-1.84939, 0.79075, 1.22229], [2.28204, 1.61185, 0.00825], [0.58136, 1.88630, -0.55259], [-1.17968, -2.12954, -2.02905], [0.83564, -2.00176, -1.50961], [-1.94615, -0.11220, 1.87416], [-2.74604, 1.53092, 1.42691], [-0.99166, 1.37959, 1.67915]],
  "forces_ev_per_angstrom": [[-2.710, 0.113, -0.780], [3.648, 3.211, 0.301], [-1.818, -1.913, 0.462], [-0.668, -1.150, -0.862], [-0.931, 7.156, 4.901], [0.581, -5.125, -3.920], [-0.354, -0.731, -3.965], [0.412, 1.771, 4.425], [-0.279, 0.141, 0.036], [1.885, -1.708, 0.916], [1.885, 0.955, 1.295], [-2.105, -0.804, -0.817], [-0.252, 0.560, -0.792], [1.491, -1.777, -0.920], [-0.786, -0.700, -0.280]],
  "fmax_ha_per_bohr": 0.170,
  "gap_ha": 0.345,
  "e_lumo_ha": 0.029,
  "homo_energy_ha": -0.315,
  "smiles": "[H]/N=C(\\N)C(=C)SC"
}

# 2
{
  "formula": "C25H37OPd",
  "method": "the ωB97M-V functional and the def2-TZVPD basis",
  "species": ["C", "C", "C", "C", "C", "Pd", "C", "C", "H", "C", "H", "H", "C", "H", "H", "H", "C", "H", "H", "H", "C", "H", "H", "H", "C", "H", "H", "H", "C", "H", "H", "H", "C", "H", "H", "H", "C", "H", "H", "H", "C", "C", "C", "C", "H", "C", "H", "C", "H", "H", "H", "C", "C", "C", "O", "C", "H", "H", "H", "H", "H", "H", "H", "H"],
  "positions_angstrom": [[-0.51292, 2.12943, 0.79263], [-1.67224, 1.62266, 0.11377], [-1.43197, 1.70455, -1.30058], [-0.13330, 2.26814, -1.48766], [0.44112, 2.51021, -0.20302], [-0.06414, 0.40833, -0.31951], [1.16614, -1.97393, -2.46934], [1.52473, -1.45181, -1.18469], [1.60689, -2.10704, -0.34004], [2.00169, -0.09735, -1.06247], [2.18328, 0.44785, -1.96097], [2.61990, 0.13568, -0.23432], [0.97244, -3.49688, -2.67917], [0.75406, -4.08739, -1.78932], [0.21268, -3.79323, -3.41466], [1.96017, -3.78445, -3.05570], [0.54090, -1.03966, -3.51005], [-0.04005, -0.17427, -3.14419], [1.42499, -0.66136, -4.02012], [-0.10775, -1.51857, -4.25356], [-2.90192, 1.13585, 0.78627], [-2.64086, 0.50237, 1.64031], [-3.50170, 1.97627, 1.16041], [-3.51426, 0.55237, 0.10212], [-2.39484, 1.28388, -2.35272], [-2.94303, 0.39412, -2.03132], [-3.12894, 2.07646, -2.55247], [-1.89034, 1.05631, -3.29648], [0.52950, 2.55718, -2.79137], [-0.07482, 2.19599, -3.62919], [0.67360, 3.63815, -2.92647], [1.52030, 2.09217, -2.85571], [1.79754, 3.05568, 0.07406], [2.49761, 2.82165, -0.73531], [1.76783, 4.14850, 0.18549], [2.19453, 2.64095, 1.00821], [-0.38360, 2.27253, 2.26330], [0.66547, 2.32483, 2.56483], [-0.87970, 3.18852, 2.61407], [-0.85457, 1.42526, 2.77288], [-2.58157, -1.92675, -0.29385], [-1.71574, -2.23538, -1.38002], [-3.86815, -2.10241, -0.08704], [-2.53676, -2.46730, -2.63120], [-0.55917, -2.26053, -1.82490], [-4.61028, -2.38548, -1.29099], [-4.17755, -1.97428, 0.97253], [-3.88640, -2.52110, -2.49040], [-2.00269, -2.60286, -3.59521], [-5.63073, -2.47164, -1.20893], [-4.43500, -2.70077, -3.40110], [1.31615, -2.21187, 3.71135], [2.61134, -1.46719, 3.35567], [2.12875, -0.26713, 2.55031], [0.83436, -0.57962, 2.01508], [0.30905, -1.75157, 2.65615], [1.43612, -3.29613, 3.71420], [0.96996, -1.90308, 4.70379], [3.25232, -2.09678, 2.72751], [3.18464, -1.16042, 4.23137], [2.02410, 0.62259, 3.19277], [2.80054, -0.00485, 1.71982], [0.15438, -2.51650, 1.87945], [-0.66841, -1.49524, 3.09280]],
  "forces_ev_per_angstrom": [[-0.676, 1.164, 0.240], [-0.636, 1.026, 0.406], [-0.537, 0.697, -0.288], [-0.135, 0.969, -0.480], [-0.073, 0.992, 0.196], [1.977, -4.745, 0.008], [-2.725, -0.666, 0.483], [1.240, 2.537, -1.181], [0.069, -0.307, 0.327], [-0.506, -3.188, -0.411], [-0.036, 0.322, -0.399], [0.253, 0.341, 0.730], [0.958, 0.835, -0.242], [0.246, 0.313, 0.275], [0.271, 0.501, 0.007], [-0.168, -0.617, -0.098], [0.957, -0.110, -0.043], [0.498, -0.457, 0.383], [-0.127, 0.487, -0.621], [0.446, -0.278, 0.252], [-0.284, 0.086, 0.182], [-0.127, 0.065, -0.078], [0.097, -0.116, -0.056], [-0.029, 0.063, 0.091], [-0.236, 0.043, -0.214], [0.038, 0.070, -0.123], [0.141, -0.109, 0.048], [-0.130, 0.012, 0.141], [0.035, 0.105, -0.221], [0.161, 0.089, 0.120], [-0.057, -0.222, 0.052], [-0.175, 0.153, -0.044], [0.221, 0.105, 0.025], [-0.108, 0.068, 0.144], [-0.001, -0.207, -0.040], [-0.012, 0.107, -0.194], [-0.010, 0.037, 0.346], [-0.183, -0.015, 0.022], [0.094, -0.145, -0.121], [0.148, 0.164, -0.024], [5.953, -0.834, -1.192], [-1.317, 0.249, -3.899], [-2.381, -0.174, -0.757], [2.775, 0.414, 2.982], [-3.284, 0.409, 2.937], [3.335, 0.505, 1.389], [-0.705, -0.167, -1.080], [-1.927, -0.135, -0.368], [-0.658, 0.012, 0.763], [-2.237, -0.304, -0.265], [-0.407, -0.066, -0.066], [-0.123, 0.366, 0.350], [0.045, -0.312, -0.483], [0.028, 0.643, 0.184], [0.346, -0.192, -0.009], [-0.371, -0.336, -0.244], [0.001, 0.134, 0.021], [0.076, -0.123, -0.134], [-0.066, 0.080, 0.156], [-0.060, -0.076, -0.093], [0.068, -0.193, -0.127], [-0.176, -0.108, 0.292], [-0.045, 0.163, 0.180], [0.252, -0.126, -0.137]],
  "fmax_ha_per_bohr": 0.119,
  "gap_ha": [0.292, 0.270],
  "e_lumo_ha": [-0.066, -0.162],
  "charge": 1,
  "homo_energy_ha": [-0.358, -0.432],
  "spin_multiplicity": 5
}